62
Properties=species:S:1:pos:R:3:forces:R:3:lowdin_spin:R:1 method="wB97M-V/def2-TZVPD" homo_ha="-0.6240 / -0.6242" multiplicity=2 max_force_ev_per_a=1.6 lumo_ev="-11.5 / -11.0" e_above_lowest_kcal_mol=67.9 charge=+3 homo_lumo_gap_ev="5.52 / 5.95"
Re 0.856051 0.475663 -0.189541 -0.805 0.565 -0.492 0.89
O 4.572029 2.191790 2.059934 0.305 0.365 -0.075 0.00
C 4.030684 1.984248 0.916239 -0.138 0.515 -0.391 0.00
O 2.561412 0.168143 0.485789 -0.012 -0.799 1.053 0.02
C 2.906050 2.972040 0.610095 -0.259 -0.204 0.413 0.00
C 3.287912 4.306326 0.705937 -0.144 0.159 0.091 0.00
C 2.363800 5.304655 0.452507 0.098 -0.004 0.015 0.00
C 1.071403 4.939564 0.097043 -0.055 0.081 -0.036 0.00
C 0.777719 3.600040 -0.012492 -0.124 -0.002 -0.159 0.00
N 1.659181 2.611374 0.231627 0.472 0.007 -0.026 0.02
C -0.524049 3.066166 -0.492954 0.245 -0.063 0.039 0.01
O -1.551338 3.779748 -0.761627 -0.180 0.042 -0.051 0.01
O -0.605654 1.834812 -0.667563 0.125 -0.163 0.090 0.01
H 5.367779 1.638841 2.207063 -0.023 -0.017 -0.042 0.00
H 4.300922 4.557099 0.992852 -0.010 -0.017 0.012 0.00
H 2.643381 6.347446 0.533803 -0.007 -0.006 -0.007 0.00
H 0.333795 5.706079 -0.106409 0.020 -0.004 0.009 0.00
H -1.459338 4.735882 -0.615296 -0.012 -0.011 -0.007 0.00
C -0.138340 -4.823876 2.366998 -0.051 -0.013 -0.018 0.00
C 0.805142 -3.807117 2.333021 0.040 0.020 0.013 0.00
C 0.541387 -2.639203 1.635062 0.051 0.000 -0.026 0.00
C -0.669612 -2.494594 0.959235 -0.004 0.005 0.106 0.00
C -1.625413 -3.514693 1.007061 -0.071 0.010 -0.001 0.00
C -1.353744 -4.677278 1.707322 0.039 0.007 0.016 0.00
P -1.131105 -0.963159 0.165791 0.413 -0.049 0.069 -0.01
C -1.871066 -1.278410 -1.426346 -0.028 0.110 0.047 0.00
C -2.648027 -0.292636 -2.048728 0.012 -0.051 -0.041 0.00
C -3.171746 -0.525791 -3.309697 -0.006 0.012 0.015 0.00
C -2.923061 -1.731221 -3.953754 0.019 -0.012 0.012 0.00
C -2.149174 -2.711018 -3.339222 -0.017 -0.005 -0.028 0.00
C -1.615279 -2.490330 -2.081429 -0.040 0.064 -0.032 0.00
C -2.161722 0.031720 1.233338 0.034 -0.046 0.114 0.00
C -1.526667 0.658687 2.313170 0.003 0.053 -0.017 0.00
C -2.273589 1.369172 3.237820 0.028 0.014 -0.004 0.00
C -3.655534 1.439565 3.095877 -0.023 -0.005 -0.010 0.00
C -4.288778 0.802898 2.036197 0.017 0.007 -0.002 0.00
C -3.546693 0.095301 1.100347 -0.026 0.031 -0.045 0.00
H 0.069496 -5.732585 2.915858 -0.001 -0.001 -0.005 0.00
H 1.744505 -3.921961 2.856771 -0.005 -0.004 -0.005 0.00
H 1.284829 -1.849637 1.631961 -0.018 -0.013 -0.002 0.00
H -2.580858 -3.402314 0.507980 0.006 -0.010 -0.004 0.00
H -2.091691 -5.467082 1.742988 0.002 0.004 0.003 0.00
H -2.864411 0.641019 -1.546486 0.028 0.009 -0.001 0.00
H -3.786167 0.227156 -3.784686 0.003 -0.011 -0.004 0.00
H -3.343301 -1.913584 -4.934053 -0.001 -0.006 0.008 0.00
H -1.981786 -3.658284 -3.834736 -0.001 0.009 -0.007 0.00
H -1.038981 -3.267948 -1.598784 0.043 0.001 0.018 0.00
H -0.453294 0.546420 2.465494 -0.016 -0.038 0.035 0.00
H -1.790501 1.839792 4.083991 -0.002 -0.007 -0.007 0.00
H -4.243240 1.977107 3.828136 0.000 0.000 -0.005 0.00
H -5.365671 0.846331 1.943499 0.005 -0.007 0.005 0.00
H -4.047895 -0.411101 0.285620 -0.011 -0.005 0.022 0.00
N 2.443724 -2.061695 -2.917394 0.019 0.111 0.054 0.01
C 2.464851 -1.184541 -1.947796 -0.388 0.035 0.195 0.01
O 1.267710 -0.945464 -1.373256 0.250 -0.227 -0.660 0.06
C 3.623772 -0.490915 -1.526466 -0.140 -0.046 0.015 -0.01
C 3.578334 0.292914 -0.372413 1.031 0.879 -0.910 0.01
N 4.497289 1.191998 -0.005123 -0.641 -1.233 0.622 0.00
C 4.809013 -0.553773 -2.316089 -0.002 0.107 0.119 0.00
N 5.760127 -0.596764 -2.959274 -0.048 -0.072 -0.043 -0.01
H 1.558824 -2.422634 -3.243912 -0.007 -0.063 -0.037 0.00
H 3.296588 -2.350418 -3.380929 0.006 -0.008 -0.014 0.00